This record from the Open Molecules 2025 dataset describes a molecular structure, C20H28N3O8PbS. The level of theory is wB97M-V/def2-TZVPD.

XYZ file:
```
61
Properties=species:S:1:pos:R:3:lowdin_charge:R:1
Pb 0.476 0.055 2.008 1.437
C 3.175 0.726 -0.380 -0.062
C 3.563 0.386 1.054 -0.578
C 4.069 -1.051 1.157 -0.065
O 2.520 0.611 1.968 -0.470
H 4.029 0.595 -1.050 0.081
H 2.846 1.764 -0.445 0.051
H 2.376 0.069 -0.733 0.054
H 4.388 1.055 1.349 0.123
H 3.290 -1.743 0.830 0.059
H 4.333 -1.278 2.191 0.071
H 4.948 -1.207 0.525 0.074
C 2.682 4.328 0.981 -0.067
C 1.365 5.025 1.309 -0.172
C 0.138 4.327 0.696 -0.311
C -1.152 5.043 1.148 -0.170
C -2.427 4.420 0.592 -0.073
C 0.218 4.428 -0.815 -0.436
O 0.336 5.493 -1.391 0.079
N 0.125 3.253 -1.500 0.217
C -0.019 1.958 -0.961 -0.539
O -0.177 1.037 -1.736 0.060
N 0.047 1.827 0.389 0.057
C 0.087 2.892 1.212 -0.517
O 0.087 2.720 2.435 -0.056
H 3.523 4.873 1.412 0.074
H 2.845 4.277 -0.098 0.079
H 2.703 3.310 1.379 0.066
H 1.371 6.052 0.939 0.116
H 1.216 5.049 2.389 0.118
H -1.069 6.087 0.839 0.119
H -1.162 5.009 2.239 0.118
H -2.446 4.456 -0.500 0.080
H -3.305 4.958 0.952 0.073
H -2.525 3.375 0.893 0.048
H 0.114 3.300 -2.508 0.160
C -4.341 -0.622 1.558 -0.439
S -3.223 0.382 0.563 0.718
C -2.477 -0.935 -0.415 -0.414
H -3.782 -1.328 2.172 0.031
H -5.043 -1.168 0.927 0.029
H -4.902 0.046 2.211 0.023
H -3.224 -1.404 -1.056 0.037
H -2.019 -1.680 0.235 0.018
H -1.698 -0.478 -1.024 0.010
O 1.593 -2.103 -1.217 0.040
C 0.900 -2.543 -0.310 -0.621
O 0.474 -1.929 0.729 -0.287
C 0.465 -4.006 -0.389 -0.103
C -0.324 -4.579 0.602 -0.006
C -0.712 -5.906 0.515 0.002
C -0.293 -6.643 -0.580 -0.158
C 0.494 -6.100 -1.583 0.004
C 0.869 -4.772 -1.477 0.001
N -0.698 -8.053 -0.681 -0.358
O -1.406 -8.509 0.197 0.058
O -0.318 -8.689 -1.646 0.059
H -0.625 -3.966 1.440 0.114
H -1.324 -6.372 1.272 0.114
H 0.796 -6.714 -2.418 0.114
H 1.482 -4.297 -2.231 0.118
```

As for the charge: -1. The calculation puts the calculated total energy at -2136.283076 hartree. The HOMO energy comes out at -0.2194 hartree.


This record from the Open Molecules 2025 dataset describes 2 unconnected molecules or ions with the total composition C4H7ClOS in a non-equilibrium geometry. The level of theory is wB97M-V/def2-TZVPD.

XYZ file:
```
14
Properties=species:S:1:pos:R:3:lowdin_charge:R:1
C 1.417 3.346 0.576 0.024
C 2.186 2.802 -0.165 -0.775
Cl 3.134 1.921 -1.141 0.698
H 0.815 4.127 1.051 0.045
C 0.076 -1.442 -1.286 -0.149
C -0.123 -0.814 0.153 -0.554
S 1.347 -0.546 1.173 0.781
O 0.748 0.224 2.509 -0.485
H -0.869 -1.536 -1.803 0.052
H 0.727 -0.731 -1.843 0.064
H 0.442 -2.519 -1.317 0.085
H -0.906 -1.396 0.761 0.082
H -0.562 0.257 0.105 0.086
H 0.491 -0.533 3.096 0.047
```

The calculation puts the calculated total energy at -1090.098328 hartree. The SMILES is C#CCl.CCSO. The HOMO energy comes out at -0.3124 hartree. The energy above the lowest of the compared OMol25 structures with the same formula, charge and spin is 335.0 kJ/mol.


This record from the Open Molecules 2025 dataset describes a molecular structure, C11H16ClErO3W in a non-equilibrium geometry. The level of theory is wB97M-V/def2-TZVPD.

XYZ file:
```
33
Properties=species:S:1:pos:R:3:lowdin_charge:R:1
Er -0.565 0.279 -0.321 1.146
Cl -0.789 2.588 -1.075 -0.135
C -2.607 -0.693 -0.103 -0.321
H -2.868 -1.421 0.683 -0.018
H -2.725 -1.251 -1.037 -0.047
H -3.413 0.052 -0.148 -0.027
W 0.597 -0.685 -4.594 1.110
C 2.389 0.034 -5.123 -0.317
C -0.736 -0.469 -6.062 -0.327
C 0.750 -2.560 -4.222 -0.300
H -1.308 -1.383 -6.196 0.006
H -1.467 0.297 -5.802 0.000
H -0.355 -0.189 -7.040 0.014
H 3.194 -0.627 -4.814 0.009
H 2.539 0.234 -6.179 0.014
H 2.578 0.980 -4.610 0.002
H -0.123 -3.202 -4.141 -0.043
H 1.694 -3.053 -4.007 -0.042
O -0.150 2.909 3.481 0.076
C 0.134 1.797 4.184 -0.226
C 0.041 1.886 5.584 -0.006
C 0.215 0.748 6.360 -0.067
C 0.476 -0.500 5.770 -0.083
C 0.592 -0.600 4.391 -0.016
C 0.448 0.524 3.580 -0.078
C 0.219 0.335 2.171 -0.507
O 0.248 -0.781 1.509 -0.126
O -0.127 1.392 1.484 -0.241
H -0.153 2.622 2.523 0.083
H -0.213 2.861 6.025 0.126
H 0.131 0.832 7.447 0.110
H 0.575 -1.399 6.388 0.105
H 0.780 -1.554 3.894 0.126
```

The calculation puts the calculated total energy at -2196.711445 hartree. The HOMO energy (alpha / beta) comes out at -0.2938 / -0.3230 hartree. The energy above the lowest of the compared OMol25 structures with the same formula, charge and spin is 0.0 kJ/mol. Its spin multiplicity is 6. As for the expectation value of S²: 8.81.


- What is the formula in the third record?
  C11H16ClErO3W


- Which of these has the highest calculated total energy?
  C4H7ClOS


- The highest calculated total energy belongs to which entry?
  C4H7ClOS


- Which value of calculated total energy does entry 2 give?
  -1090.098328 hartree